Record 1
Below is a molecular structure, C33H37AsAuBF4N2O5, with properties calculated with ωB97M-V with the def2-TZVPD basis set.

```
84
Properties=species:S:1:pos:R:3
Au 0.26 -0.54 0.57
As -2.57 -1.67 -0.71
F 0.38 1.43 -3.08
F -1.72 0.59 -2.68
F 0.13 -0.68 -2.22
F -0.45 -0.28 -4.40
O 1.78 0.83 0.69
O 7.19 1.86 3.49
O 6.63 0.06 4.54
O 1.18 -1.66 2.30
O -1.15 1.22 -0.16
N -1.15 -2.01 0.33
N 6.43 0.94 3.71
C -3.20 -3.92 -2.33
C 0.90 -4.83 -0.95
C 0.57 -5.83 -0.04
C -0.59 2.55 -0.14
C 2.83 0.78 1.43
C -3.80 -5.14 -2.63
C -3.84 -0.49 0.13
C -0.56 -3.30 0.18
C -4.23 -4.02 -0.11
C -5.87 0.74 -0.26
C 5.20 0.88 2.93
C -4.50 -3.46 1.25
C -4.86 -0.08 -0.75
C -5.23 -7.13 -2.07
C -4.80 -5.24 -0.47
C 4.94 1.86 1.97
C -5.88 1.18 1.05
C 2.27 -1.33 2.77
C -1.60 3.54 -0.69
C 4.31 -0.13 3.15
C 3.11 -0.22 2.42
C -0.32 -5.56 0.99
C 0.34 -3.57 -0.84
C -4.90 -0.51 -2.19
C -3.42 -3.38 -1.06
C 3.79 1.81 1.24
C -4.84 0.80 1.89
C -2.70 -0.33 2.43
C -2.32 -3.26 -3.36
C -6.99 2.07 1.55
C -0.89 -4.30 1.10
C -3.80 -0.03 1.45
C -4.60 -5.81 -1.71
B -0.38 0.27 -3.15
H 1.60 -5.04 -1.75
H -5.42 -5.76 0.26
H -1.82 3.31 -1.73
H -5.89 -7.02 -2.94
H -5.07 -1.59 -2.29
H 0.33 2.57 -0.72
H -6.78 2.44 2.55
H -6.66 1.05 -0.94
H 4.54 -0.88 3.90
H -1.58 -4.07 1.90
H -7.93 1.52 1.59
H 5.67 2.65 1.81
H -1.83 0.29 2.21
H -3.02 -0.10 3.44
H -0.58 -6.33 1.70
H -5.82 -7.53 -1.25
H -2.55 -3.65 -4.35
H -5.32 -2.74 1.23
H -5.70 0.01 -2.72
H -0.34 2.76 0.90
H 3.57 2.55 0.48
H -1.37 1.02 -1.09
H 2.67 -1.96 3.58
H -1.27 -3.47 -3.15
H -2.37 -1.36 2.38
H -4.82 1.15 2.91
H -3.63 -2.95 1.67
H -2.53 3.50 -0.11
H -2.44 -2.18 -3.39
H -4.78 -4.26 1.94
H -3.63 -5.58 -3.61
H 0.59 -2.78 -1.55
H -4.47 -7.86 -2.33
H -7.13 2.92 0.89
H -1.19 4.55 -0.64
H -3.96 -0.27 -2.70
H 1.01 -6.81 -0.13
```

## Properties
LUMO energy (spin up / spin down) (eV): -0.556 / -2.074
Molar mass (g/mol): 900.4
Multiplicity: 3
HOMO (spin up / spin down) (eV): -8.4 / -8.9
Total charge: 0
ΔE to the lowest compared entry with this formula, charge and spin (eV): 0.100

---

Record 2
Below is a molecular structure, C33H37BN3O11PS2W at a distorted geometry, with properties calculated with ωB97M-V with the def2-TZVPD basis set.

```
89
Properties=species:S:1:pos:R:3
W -1.05 0.51 -1.37
S -0.55 -1.90 -4.20
S -0.41 -1.92 -0.66
P 0.43 -1.77 -2.50
O -0.25 3.92 1.34
O -7.18 -2.60 -3.32
O 1.47 -0.53 -2.32
O 2.11 2.43 1.71
O 1.63 0.33 0.91
O -3.94 5.81 -1.94
O 1.53 -2.98 -2.53
O -1.35 2.34 -5.06
O -5.81 -1.27 3.43
O -0.54 1.10 -3.38
O 0.33 2.09 0.03
N -2.76 -0.31 -2.09
N -1.60 2.42 -1.58
N -2.13 0.26 0.35
C 4.94 0.84 6.30
C 2.15 0.00 -3.47
C -0.53 3.25 0.36
C 2.59 0.23 1.87
C 3.15 -0.97 -4.06
C 2.27 -5.07 -3.44
C -1.56 3.37 -0.58
C -1.79 0.60 1.61
C -5.86 -3.10 -3.22
C -1.28 2.02 -3.88
C -4.85 -2.06 -2.82
C 3.84 1.73 3.33
C -2.00 2.83 -2.81
C -4.63 -1.73 -1.50
C -2.40 4.51 -0.67
C -3.08 -0.53 -3.39
C 1.08 -4.27 -2.92
C -4.13 -0.73 1.30
C 4.16 -0.65 3.40
C -3.31 -0.44 0.20
C 4.51 0.62 3.85
C 6.60 -0.35 4.89
C -2.55 0.34 2.71
C 3.21 -0.87 2.41
C -4.09 -1.37 -3.78
C 6.36 2.11 4.67
C 2.89 1.51 2.36
C -4.64 -0.57 3.77
C -3.61 -0.83 -1.14
C -3.78 -0.33 2.56
C 5.59 0.81 4.91
C -2.74 3.96 -2.99
C -3.06 4.75 -1.85
B 1.32 1.69 0.84
H 6.19 -1.24 5.36
H -4.24 -1.53 -4.84
H -0.83 1.08 1.75
H 7.20 2.18 5.36
H 2.70 -4.56 -4.30
H -4.89 0.41 4.21
H 2.63 -1.75 -4.61
H -7.15 -1.80 -3.87
H -3.06 4.24 -3.98
H 6.75 2.13 3.65
H -4.05 -1.13 4.53
H -4.30 5.83 -2.84
H 5.74 2.98 4.82
H -5.56 -3.54 -4.19
H -6.36 -1.37 4.22
H 5.70 0.98 7.06
H 4.41 -0.09 6.49
H 4.22 1.65 6.37
H 0.62 -4.77 -2.06
H -2.48 5.16 0.18
H 4.63 -1.52 3.84
H 1.94 -6.06 -3.73
H 2.97 -1.87 2.08
H 6.90 -0.59 3.87
H 3.81 -0.43 -4.73
H 0.33 -4.16 -3.71
H -5.22 -2.20 -0.73
H 2.65 0.90 -3.09
H -5.06 -1.26 1.16
H 1.40 0.28 -4.21
H -2.47 -0.03 -4.12
H 3.74 -1.44 -3.26
H -5.90 -3.89 -2.47
H 7.49 -0.07 5.45
H 3.02 -5.15 -2.66
H 4.04 2.73 3.67
H -2.21 0.65 3.69
```

## Properties
LUMO energy (spin up / spin down) (eV): 1.511 / 1.430
Molar mass (g/mol): 941.4
Multiplicity: 2
HOMO (spin up / spin down) (eV): -3.0 / -2.8
Total charge: -1
ΔE to the lowest compared entry with this formula, charge and spin (eV): 2.866

---

Record 3
Below is a molecular structure, C33H37CsN4, with properties calculated with ωB97M-V with the def2-TZVPD basis set.

```
75
Properties=species:S:1:pos:R:3
Cs -0.10 -0.23 -0.02
N 0.54 2.61 1.49
N 2.79 1.25 0.64
N -1.64 -2.67 0.54
N -1.63 -1.39 -2.18
C 0.77 5.01 2.90
C 2.94 2.41 1.32
C -3.14 -4.65 3.29
C -0.71 -3.47 2.64
C 3.87 0.61 0.24
C -0.46 4.48 2.61
C -1.81 -1.28 -3.50
C -1.85 -2.72 -1.89
C 4.21 2.94 1.61
C -1.83 -3.29 -0.58
C 0.60 -2.76 2.35
C -2.18 -3.44 -3.05
C -2.17 -2.52 -4.09
C -1.79 -3.40 1.74
C -1.69 0.05 -4.22
C -0.52 3.27 1.90
C 5.17 1.06 0.48
C -0.85 1.04 -3.40
C -5.43 -4.66 1.53
C -3.09 0.64 -4.42
C -0.86 -4.15 3.84
C -1.02 -0.15 -5.58
C -2.06 -4.76 4.16
C 0.72 -1.49 3.20
C 5.34 2.23 1.16
C -4.26 -3.73 1.22
C 1.93 4.33 2.48
C -4.70 -2.27 1.35
C 1.83 -3.65 2.55
C 4.33 4.17 2.33
C 1.76 3.12 1.77
C -3.03 -3.97 2.08
C 3.24 4.84 2.75
H 6.33 2.63 1.37
H -2.38 -2.71 -5.13
H 0.59 -2.48 1.30
H 1.76 -4.55 1.94
H 2.74 -3.11 2.28
H -4.08 -5.11 3.56
H -3.59 0.78 -3.46
H -0.03 -4.21 4.53
H -1.48 2.84 1.66
H -2.17 -5.30 5.09
H 1.59 -0.90 2.90
H -1.59 -0.83 -6.21
H -2.01 -4.37 -0.57
H -4.00 -3.90 0.17
H 3.71 -0.31 -0.30
H -4.97 -2.06 2.39
H -0.02 -0.57 -5.47
H -6.22 -4.51 0.80
H -3.90 -1.60 1.05
H -5.14 -5.72 1.49
H -3.70 -0.03 -5.03
H 6.02 0.49 0.12
H -5.57 -2.07 0.72
H 5.33 4.56 2.53
H -1.34 1.31 -2.47
H 0.84 -1.76 4.25
H -3.03 1.61 -4.93
H 3.33 5.77 3.30
H 1.93 -3.96 3.59
H -0.94 0.81 -6.11
H 0.87 5.94 3.45
H -5.86 -4.47 2.51
H 0.14 0.62 -3.18
H -0.71 1.96 -3.98
H -2.41 -4.50 -3.11
H -1.37 4.97 2.92
H -0.17 -0.86 3.14
```

## Properties
LUMO energy (eV): -0.434
Molar mass (g/mol): 622.6
HOMO (eV): -6.4
Total charge: 0
ΔE to the lowest compared entry with this formula, charge and spin (eV): 0.010

---

Record 4
Below is a molecular structure, C33H38BN4O7Re at a distorted geometry, with properties calculated with ωB97M-V with the def2-TZVPD basis set.

```
84
Properties=species:S:1:pos:R:3
Re -0.05 0.12 -0.35
O -0.54 -1.87 0.09
O -5.11 -0.97 -0.28
O -2.24 0.08 -0.47
O 0.58 -1.63 -2.90
O -1.26 -0.33 -3.16
O -4.85 -3.89 -0.05
O -2.02 -4.50 0.49
N 1.15 -0.63 2.44
N 0.25 2.12 -0.86
N 1.95 -0.15 -0.10
N -0.66 1.44 1.52
C 0.97 4.47 2.82
C 1.22 -3.04 2.07
C 0.17 4.44 -0.16
C 1.03 -2.21 -5.18
C -2.69 -1.09 -0.24
C 0.22 3.06 0.08
C 0.62 3.17 2.60
C -0.04 -2.12 -4.09
C -0.82 -0.06 -5.48
C 2.46 1.21 -3.10
C 0.28 -0.77 3.57
C -3.94 -3.09 -0.01
C 2.36 -1.30 0.57
C -2.48 -3.41 0.22
C -1.79 -2.15 0.04
C 3.36 -4.16 1.48
C 3.00 0.73 -0.59
C 1.55 -1.64 1.78
C -0.57 -3.51 -3.77
C -4.07 -1.59 -0.20
C 2.01 -4.12 1.94
C -1.17 -1.06 -4.39
C 3.51 -1.97 0.25
C -1.15 -0.43 3.15
C 0.30 5.54 0.71
C 0.01 2.54 1.46
C -1.33 1.03 2.74
C 3.41 0.61 -2.06
C 0.72 5.59 2.01
C 4.00 -3.21 0.76
C -2.54 -1.66 -4.69
C 0.40 2.52 -2.26
C 1.85 2.58 -2.76
B -0.22 -0.66 -2.32
H 1.59 -5.07 2.25
H -0.15 1.81 -2.87
H 3.56 -0.44 -2.31
H 2.46 3.11 -2.02
H 1.74 -3.00 -4.92
H 3.90 -5.08 1.67
H 0.89 6.57 2.45
H -1.83 -0.64 3.98
H 2.68 1.75 -0.39
H 4.39 1.11 -2.15
H 1.65 0.50 -3.28
H 4.12 -1.53 -0.53
H -0.05 3.50 -2.44
H -2.52 -2.25 -5.61
H -1.07 1.68 3.59
H -0.77 -0.53 -6.46
H 1.58 -1.27 -5.26
H -2.90 -2.29 -3.87
H 1.45 4.68 3.78
H -1.06 -3.96 -4.64
H 0.13 0.43 -5.27
H 3.89 0.56 0.02
H 0.57 -2.45 -6.14
H -1.44 -1.07 2.31
H 0.27 -4.14 -3.47
H 0.22 -3.20 2.44
H -0.04 4.74 -1.17
H 5.01 -3.46 0.43
H 0.61 -0.05 4.32
H 3.02 1.30 -4.03
H -1.60 0.71 -5.50
H 0.10 6.50 0.24
H 0.85 2.47 3.39
H -3.26 -0.85 -4.81
H 0.30 -1.77 4.03
H 1.85 3.19 -3.67
H -1.27 -3.47 -2.94
H -2.40 1.19 2.55
```

## Properties
LUMO energy (spin up / spin down) (eV): 1.862 / 2.147
Molar mass (g/mol): 799.7
Multiplicity: 2
HOMO (spin up / spin down) (eV): -4.2 / -4.1
Total charge: -1
ΔE to the lowest compared entry with this formula, charge and spin (eV): 1.862

---

Record 5
Below is a molecular structure, C33H38BrN6NiO2S, with properties calculated with ωB97M-V with the def2-TZVPD basis set.

```
82
Properties=species:S:1:pos:R:3
Br 2.74 -1.83 6.03
Ni -0.17 0.04 0.28
S 3.53 -1.04 -0.16
O 2.04 2.83 1.75
O 0.97 0.84 1.67
N 5.57 0.55 0.42
N -1.94 0.30 1.14
N 0.54 -0.40 -1.54
N -2.42 0.73 -1.85
N 5.16 -1.15 1.92
N 0.11 -1.91 0.47
C 0.81 -2.16 -3.13
C -4.22 1.05 1.24
C 0.66 -1.67 -1.81
C 2.22 2.28 5.95
C -0.35 1.58 -2.80
C -6.20 0.14 -0.02
C -3.09 0.56 0.55
C -5.52 -0.71 -0.93
C -4.21 -0.67 -1.31
C 0.54 -2.55 -0.59
C 6.43 -0.95 2.61
C -2.69 -1.26 2.94
C 0.85 0.68 -2.46
C 2.45 0.98 6.39
C 1.35 -4.77 -1.56
C -1.94 0.05 2.58
C 1.96 2.54 4.61
C -5.58 0.94 0.91
C 1.14 -3.41 -3.61
C -1.20 -3.25 2.14
C 1.92 1.50 3.70
C -2.48 -2.44 1.97
C -3.19 0.30 -0.93
C -1.37 1.71 -1.66
C 6.82 0.52 2.49
C 0.09 -2.50 1.80
C 4.83 -0.54 0.75
C 1.62 1.78 2.24
C 2.15 0.20 4.12
C 0.93 -3.92 -0.56
C 2.42 -0.04 5.45
C 1.44 -4.59 -2.94
C 6.85 0.89 1.02
H 7.22 -1.57 2.18
H 2.25 3.09 6.67
H -0.90 1.16 -3.65
H 0.63 -1.42 -3.89
H 7.67 0.37 0.52
H -6.13 -1.45 -1.43
H -3.87 -1.38 -2.06
H -1.27 -4.14 1.50
H -1.82 2.71 -1.66
H 0.95 -3.15 1.96
H -7.28 0.10 -0.02
H 1.19 -3.48 -4.69
H 7.79 0.69 2.95
H -2.42 -1.55 3.96
H 0.90 -4.36 0.42
H 2.13 -0.61 3.40
H -6.25 1.51 1.56
H 1.61 1.29 -1.95
H 4.64 -1.99 2.09
H 7.01 1.96 0.90
H 2.65 0.77 7.43
H -2.53 -2.07 0.95
H 1.75 -5.44 -3.53
H 1.63 -5.76 -1.21
H 6.31 -1.23 3.65
H 0.20 -1.67 2.50
H -3.33 -3.12 2.09
H 0.03 2.56 -3.09
H -0.83 1.64 -0.71
H -0.90 0.00 2.90
H 1.80 3.55 4.26
H 1.32 0.33 -3.38
H -4.00 1.55 2.17
H 6.07 1.13 3.00
H 5.30 0.96 -0.46
H -1.11 -3.60 3.17
H -2.38 0.87 3.16
H -3.76 -1.04 2.94
```

## Properties
LUMO energy (spin up / spin down) (eV): 2.210 / 2.209
Molar mass (g/mol): 721.4
Multiplicity: 3
HOMO (spin up / spin down) (eV): -3.7 / -3.7
Total charge: -1
ΔE to the lowest compared entry with this formula, charge and spin (eV): 1.368